# 1
Density functional theory data (wB97M-V/def2-TZVPD) for 3 unconnected molecules or ions with the total composition C19H53FN6O4P2Si2 at a distorted geometry.

```
! wB97M-V def2-TZVPD RIJCOSX def2/J DEFGRID3
* xyz 0 1
C -2.7330 2.9508 6.1854
Si -4.3586 3.6828 5.4581
C -4.1810 5.6333 5.6082
C -5.9042 3.2458 6.5812
O -4.6221 3.3594 3.7516
C -5.0000 1.9615 3.4941
C -3.7465 0.9122 3.3693
Si -2.3299 1.4637 2.1878
C -2.6638 3.0890 1.2111
C -1.3114 3.5483 0.3426
O -0.3010 2.7280 0.0430
F -1.2327 4.9875 -0.0724
H -1.9262 3.8252 6.2818
H -2.9582 2.5965 7.2856
H -2.2233 2.1186 5.5394
H -3.9586 6.0299 4.5262
H -5.2203 6.0873 5.9717
H -3.2914 5.9436 6.3312
H -5.5928 3.5200 7.6874
H -6.7449 4.0268 6.2581
H -6.2533 2.1331 6.4649
H -5.6752 1.8677 2.5139
H -5.6985 1.5542 4.3721
H -4.1993 -0.0912 2.9093
H -3.2872 0.5817 4.4165
H -1.0583 1.5229 2.9371
H -2.1320 0.3754 1.1961
H -3.5643 2.9984 0.4328
H -2.8934 4.0274 1.9121
C -0.3086 2.6049 -4.7195
N -0.8852 1.3602 -4.2256
C -1.7054 1.6605 -3.0451
P -0.1724 -0.2165 -4.2178
O -1.5591 -0.8856 -4.3817
N 0.2597 -0.5995 -5.8570
C 0.4865 0.3927 -6.8978
C -0.4218 -1.7467 -6.4783
N 1.4217 0.5527 -4.0293
C 2.5633 -0.3322 -4.3722
C 1.6784 0.9329 -2.6215
H 0.4911 2.9938 -4.0823
H -1.0734 3.3894 -4.7813
H 0.0752 2.5341 -5.7334
H -1.0918 1.8574 -2.1626
H -2.3732 0.8267 -2.8016
H -2.3520 2.5300 -3.2075
H -0.4354 0.9139 -7.1718
H 0.8893 -0.0713 -7.8060
H 1.2544 1.1147 -6.6063
H -1.4354 -1.4804 -6.8024
H -0.4820 -2.5928 -5.7854
H 0.1260 -2.1130 -7.3535
H 2.5168 -1.2716 -3.8123
H 3.5202 0.1581 -4.1560
H 2.6132 -0.5739 -5.4380
H 1.5579 0.0737 -1.9518
H 1.0122 1.7239 -2.2797
H 2.6912 1.3348 -2.4958
C 2.4250 -5.4315 0.2076
N 2.7728 -4.2259 -0.5349
C 3.1496 -4.6103 -1.9012
P 3.5647 -2.8033 0.0509
O 2.7942 -1.9141 -0.9555
N 2.6250 -2.1959 1.3808
C 1.7077 -3.0031 2.1722
C 2.0180 -0.8648 1.2187
N 4.4504 -3.8256 1.2079
C 5.0521 -3.0755 2.3389
C 5.6080 -4.4919 0.5689
H 3.2924 -6.0468 0.4640
H 1.7488 -6.0668 -0.3784
H 1.8716 -5.2347 1.1216
H 4.1467 -5.0559 -1.9383
H 3.1518 -3.7442 -2.5723
H 2.4430 -5.3276 -2.3333
H 0.8375 -3.3200 1.5901
H 1.3412 -2.4467 3.0430
H 2.2078 -3.8738 2.6055
H 1.1162 -0.9110 0.5960
H 2.7251 -0.1608 0.7668
H 1.7379 -0.4312 2.1850
H 5.6853 -2.2586 1.9786
H 5.6575 -3.7359 2.9716
H 4.3058 -2.6528 3.0181
H 6.2652 -3.7619 0.0827
H 5.3025 -5.2223 -0.1791
H 6.1961 -5.0582 1.3014
*
```

Properties
Kohn-Sham gap = 6.451 eV
DFT total energy = -74736.152 eV

Computed Mulliken charges, given in elementary charges:
1 C -0.943
2 Si 0.762
3 C -1.027
4 C -0.998
5 O -0.362
6 C -0.440
7 C -0.551
8 Si 0.333
9 C -0.370
10 C 0.432
11 O -0.423
12 F -0.292
13 H 0.304
14 H 0.285
15 H 0.205
16 H 0.262
17 H 0.253
18 H 0.286
19 H 0.299
20 H 0.232
21 H 0.314
22 H 0.296
23 H 0.179
24 H 0.404
25 H 0.301
26 H -0.134
27 H -0.190
28 H 0.363
29 H 0.216
30 C -0.768
31 N 0.036
32 C -0.928
33 P 0.932
34 O -0.787
35 N 0.238
36 C -1.270
37 C -1.008
38 N 0.022
39 C -1.165
40 C -1.271
41 H 0.249
42 H 0.400
43 H 0.187
44 H 0.175
45 H 0.282
46 H 0.389
47 H 0.325
48 H 0.446
49 H 0.356
50 H 0.306
51 H 0.287
52 H 0.319
53 H 0.397
54 H 0.401
55 H 0.355
56 H 0.518
57 H 0.117
58 H 0.437
59 C -0.791
60 N 0.115
61 C -0.781
62 P 0.697
63 O -0.606
64 N 0.211
65 C -1.301
66 C -1.038
67 N -0.101
68 C -0.989
69 C -1.118
70 H 0.286
71 H 0.385
72 H 0.185
73 H 0.249
74 H 0.019
75 H 0.380
76 H 0.325
77 H 0.415
78 H 0.404
79 H 0.330
80 H 0.318
81 H 0.333
82 H 0.369
83 H 0.386
84 H 0.288
85 H 0.384
86 H 0.257
87 H 0.416

=====

# 2
Density functional theory data (wB97M-V/def2-TZVPD) for 7 unconnected molecules or ions with the total composition C42H92N5O5 at a distorted geometry.

```
! wB97M-V def2-TZVPD RIJCOSX def2/J DEFGRID3
* xyz 4 2
O -3.4266 -0.6913 14.0953
H -3.6390 0.0122 14.7391
C -5.7510 -7.0577 13.7123
C -6.5695 -5.8050 13.3035
C -6.2762 -4.5177 14.1256
C -4.9210 -3.9570 14.1388
C -4.0904 -4.2796 12.9115
C -4.8480 -4.5889 11.6437
N -6.0584 -5.4252 11.9309
O -6.8643 -5.6409 10.7891
C -3.8894 -5.4335 10.7540
C -5.2669 -3.2251 10.9602
C -8.0372 -6.1899 13.3577
H -4.6698 -6.9332 13.7729
H -5.8281 -7.9123 13.0402
H -6.0605 -7.4015 14.6992
H -6.6021 -4.6036 15.1622
H -6.7803 -3.6130 13.7857
H -4.3281 -4.2579 15.0025
H -5.0280 -2.8770 14.2396
H -3.4585 -5.1088 13.2296
H -3.3595 -3.4718 12.9449
H -4.3148 -5.6374 9.7714
H -3.7070 -6.3866 11.2504
H -2.9140 -4.9962 10.5405
H -5.8038 -3.3524 10.0202
H -4.5219 -2.4662 10.7211
H -5.9618 -2.6834 11.6018
H -8.0541 -7.1880 12.9198
H -8.6545 -5.5454 12.7319
H -8.3824 -6.2836 14.3874
C -9.4393 -2.5672 15.4090
C -9.1716 -1.4173 14.5346
C -7.7560 -0.8165 14.6243
N -7.5730 0.3678 13.6900
C -7.7643 -0.0061 12.2110
C -8.5834 1.5475 14.0030
C -7.7176 2.7434 13.7008
C -6.2389 2.4439 13.7991
C -6.1262 0.8873 13.7900
H -10.4824 -2.8814 15.3729
H -8.9821 -2.4947 16.3958
H -8.9070 -3.3936 14.9380
H -9.8482 -0.5840 14.7242
H -9.4217 -1.6389 13.4970
H -7.0014 -1.5551 14.3536
H -7.4811 -0.3720 15.5809
H -8.8225 -0.2672 12.2150
H -6.9441 -0.7235 12.2399
H -7.5342 0.8536 11.5816
H -9.5280 1.3770 13.4864
H -8.7144 1.5914 15.0842
H -7.8447 3.1112 12.6827
H -7.9223 3.5944 14.3504
H -5.7191 2.9294 12.9732
H -5.7954 2.7205 14.7556
H -5.4872 0.6653 12.9352
H -5.7229 0.4106 14.6834
C -4.3585 1.2669 10.2491
C -3.1020 0.5689 10.8153
C -2.2476 -0.0406 9.7248
N -0.9590 -0.7506 10.1703
C -1.2601 -2.1478 10.8252
C -0.1009 0.1041 11.0651
C 1.3487 -0.4659 10.9037
C 1.4152 -1.1880 9.5716
C 0.0321 -0.8646 9.0385
H -4.9580 0.5422 9.6982
H -4.0970 2.0772 9.5686
H -4.9518 1.6093 11.0970
H -3.4264 -0.1542 11.5636
H -2.6013 1.3272 11.4173
H -2.0532 0.7214 8.9701
H -2.8495 -0.7945 9.2174
H -0.3898 -2.5159 11.3685
H -1.6211 -2.7526 9.9933
H -2.0003 -1.8209 11.5554
H -0.5499 0.1682 12.0562
H -0.1934 1.1014 10.6352
H 1.5815 -1.1697 11.7029
H 2.1548 0.2556 11.0366
H 1.5184 -2.2703 9.6487
H 2.2813 -0.9296 8.9623
H -0.2440 -1.7431 8.4552
H 0.0186 0.0611 8.4632
C 1.7510 5.5317 16.3567
C 1.0310 4.2431 16.4971
C 0.1420 3.8402 15.2411
N -0.5406 2.4583 15.2652
C 0.5572 1.4143 15.0672
C -1.4729 2.3546 14.0552
C -2.7760 2.7031 14.6892
C -2.6848 2.7556 16.2396
C -1.3385 2.1834 16.5021
H 2.4518 5.5005 15.5224
H 2.3718 5.6720 17.2416
H 1.0709 6.3640 16.1761
H 0.3843 4.2579 17.3744
H 1.8217 3.4935 16.5305
H 0.7625 3.8340 14.3449
H -0.6984 4.5212 15.1070
H 1.2367 1.4758 15.9173
H 1.1609 1.6731 14.1973
H -0.0134 0.5022 14.8928
H -1.4985 1.3583 13.6138
H -1.2637 2.9772 13.1854
H -3.5415 1.9475 14.5125
H -3.0781 3.7161 14.4235
H -3.5284 2.1776 16.6169
H -2.7922 3.7385 16.6985
H -1.4506 1.0996 16.5321
H -0.7705 2.4370 17.3972
C 3.5848 -2.4457 17.1739
C 2.0983 -2.6394 17.3824
C 1.4006 -2.3625 16.0363
N -0.0408 -2.9297 15.9024
C -0.5984 -2.5245 14.4779
C -0.1814 -4.5040 16.0734
C -1.6354 -4.6762 16.4275
C -2.0990 -3.3459 17.1659
C -0.9392 -2.3214 16.9918
H 4.1517 -2.3091 18.0948
H 3.8871 -1.5749 16.5922
H 4.0109 -3.2968 16.6426
H 1.8871 -1.9494 18.1994
H 1.9535 -3.6346 17.8029
H 1.9139 -2.8450 15.2046
H 1.4446 -1.2771 15.9461
H -1.5085 -3.0829 14.2586
H 0.1618 -2.7993 13.7467
H -0.8420 -1.4658 14.3883
H 0.1006 -5.0496 15.1729
H 0.4845 -4.8380 16.8690
H -2.1457 -4.8097 15.4736
H -1.6848 -5.5712 17.0477
H -3.0953 -3.0696 16.8204
H -2.1948 -3.4297 18.2484
H -1.3363 -1.3440 16.7174
H -0.3552 -2.3566 17.9114
O -5.3221 -1.8444 17.5279
C -5.9830 -0.8818 18.2108
O -6.8254 -1.2465 19.0756
O -5.7017 0.3115 17.9368
H -5.0388 -1.1454 16.9340
*
```

Properties
Kohn-Sham gap (alpha / beta) = 3.634 / 3.775 eV
DFT total energy = -62687.954 eV

Mulliken population analysis, charges in e, atoms 1 to 99:
1 O 0.860
2 H -0.423
3 C -1.499
4 C 1.103
5 C -0.770
6 C 0.860
7 C -0.293
8 C 1.777
9 N 0.573
10 O -0.555
11 C -1.743
12 C -1.318
13 C -1.819
14 H 0.243
15 H 0.394
16 H 0.462
17 H 0.897
18 H -0.242
19 H 0.174
20 H -1.230
21 H 0.495
22 H -0.821
23 H 0.460
24 H 0.440
25 H 0.178
26 H 0.556
27 H 0.038
28 H 0.151
29 H 0.505
30 H 0.328
31 H 0.374
32 C -1.199
33 C -0.580
34 C 0.248
35 N 0.337
36 C -0.842
37 C -0.555
38 C -1.308
39 C -0.414
40 C 1.936
41 H 0.444
42 H 0.307
43 H 0.131
44 H 0.467
45 H 0.415
46 H -0.499
47 H 0.420
48 H 0.473
49 H 0.228
50 H 0.315
51 H 0.494
52 H 0.502
53 H 0.356
54 H 0.454
55 H 0.249
56 H 0.482
57 H -0.949
58 H -0.828
59 C -1.237
60 C 1.452
61 C -1.338
62 N 0.530
63 C -0.851
64 C -0.357
65 C -0.605
66 C -0.800
67 C -0.696
68 H 0.363
69 H 0.483
70 H 0.056
71 H -0.777
72 H 0.058
73 H 0.431
74 H 0.406
75 H 0.303
76 H 0.419
77 H 0.134
78 H -0.147
79 H 0.591
80 H 0.191
81 H 0.598
82 H 0.357
83 H 0.332
84 H 0.467
85 H 0.559
86 C -1.579
87 C -0.006
88 C -0.858
89 N 0.678
90 C -0.703
91 C 0.499
92 C 1.171
93 C -0.958
94 C 0.491
95 H 0.373
96 H 0.406
97 H 0.385
98 H 0.319
99 H 0.238

=====

# 3
Density functional theory data (wB97M-V/def2-TZVPD) for a molecular structure, C34H39CaIN8O2 at a distorted geometry.

```
! wB97M-V def2-TZVPD RIJCOSX def2/J DEFGRID3
* xyz 2 1
Ca -0.1081 0.1652 0.1001
C 2.4926 -1.8582 -0.7456
N 2.2299 -0.4140 -0.6509
C 3.2127 0.2674 0.2006
C 2.7359 1.6036 0.7206
C 3.5350 2.7337 0.6698
C 3.0669 3.9106 1.2389
C 1.8216 3.9129 1.8456
C 1.0919 2.7348 1.8491
N 1.5282 1.6067 1.2934
C 2.2034 0.1553 -2.0057
C 1.5458 1.5050 -2.1292
C 1.8762 2.3557 -3.1761
C 1.1399 3.5168 -3.3496
C 0.1282 3.8176 -2.4488
C -0.0948 2.9416 -1.4038
N 0.5842 1.8037 -1.2580
C 1.2286 -2.6820 -0.6499
C 0.9710 -3.7171 -1.5353
C -0.1657 -4.4887 -1.3477
C -1.0015 -4.2018 -0.2800
C -0.6752 -3.1394 0.5449
N 0.4170 -2.3901 0.3734
H 3.0252 -2.1078 -1.6680
H 3.1451 -2.1558 0.0796
H 3.3732 -0.3532 1.0855
H 4.1772 0.3892 -0.3097
H 4.5078 2.6974 0.1971
H 3.6712 4.8078 1.2167
H 1.4274 4.8078 2.3059
H 0.1151 2.6893 2.3230
H 3.2161 0.2130 -2.4299
H 1.6189 -0.5245 -2.6264
H 2.6793 2.1058 -3.8568
H 1.3513 4.1839 -4.1746
H -0.4712 4.7107 -2.5544
H -0.8540 3.1458 -0.6545
H 1.6346 -3.9053 -2.3692
H -0.4044 -5.2974 -2.0258
H -1.8950 -4.7834 -0.1018
H -1.3207 -2.8681 1.3724
C -0.1854 -1.0143 -4.3893
C -1.1868 -0.0235 -3.8579
N -1.8066 0.7180 -4.7445
C -2.7913 1.5446 -4.3619
C -3.2291 1.6348 -3.0646
C -4.3900 2.5449 -2.7369
O -5.5073 1.8544 -2.1870
C -2.5331 0.9001 -2.0714
C -3.0378 0.9787 -0.7196
N -2.3876 0.8463 0.3933
C -3.1101 1.0618 1.5991
C -4.3012 1.8078 1.6446
C -5.0040 2.0031 2.8163
C -4.5362 1.4830 4.0133
C -3.3388 0.7932 4.0159
C -2.6403 0.5978 2.8312
I -0.7904 -0.4084 3.0496
C -1.4528 0.0622 -2.4515
O -0.7688 -0.6248 -1.5934
H -0.6521 -1.5739 -5.1992
H 0.1320 -1.7088 -3.6126
H 0.6784 -0.4987 -4.8146
H -3.2504 2.1278 -5.1530
H -4.6755 3.0953 -3.6358
H -4.1029 3.2821 -1.9834
H -5.9206 1.3247 -2.8766
H -4.1072 1.1714 -0.6914
H -4.6861 2.2717 0.7470
H -5.9186 2.5805 2.7925
H -5.0788 1.6299 4.9370
H -2.9286 0.4057 4.9385
N 3.2113 -5.2224 4.7703
C 3.1864 -4.0574 3.8147
C 2.0262 -3.1047 4.1594
N 1.9055 -1.9797 3.2731
H 3.9758 -5.8686 4.5728
H 2.3347 -5.7437 4.7195
H 3.3176 -4.8887 5.7299
H 3.0682 -4.4494 2.8059
H 4.1440 -3.5450 3.8859
H 2.1588 -2.7311 5.1785
H 1.0883 -3.6695 4.1285
H 1.6865 -2.2061 2.3074
H 2.6442 -1.2955 3.3553
*
```

Properties
relative energy (zero: lowest compared OMol25 entry of this formula, charge and spin) = 55.5 kcal per mole
Kohn-Sham gap = 6.331 eV
DFT total energy = -78436.711 eV

Computed Mulliken charges, given in elementary charges:
1 Ca 1.206
2 C -1.639
3 N 1.074
4 C -0.996
5 C 0.495
6 C -1.015
7 C -0.559
8 C -0.972
9 C -0.182
10 N 0.361
11 C -1.791
12 C 0.808
13 C -1.019
14 C -0.747
15 C -1.037
16 C -0.843
17 N 1.480
18 C 0.984
19 C -0.742
20 C -0.577
21 C -0.932
22 C -0.258
23 N 0.605
24 H 0.377
25 H 0.559
26 H 0.474
27 H 0.283
28 H 0.497
29 H 0.449
30 H 0.482
31 H 0.392
32 H 0.624
33 H 0.359
34 H 0.553
35 H 0.470
36 H 0.551
37 H 0.412
38 H 0.509
39 H 0.434
40 H 0.494
41 H 0.290
42 C -1.384
43 C 0.480
44 N -0.607
45 C -1.452
46 C 1.083
47 C -0.869
48 O -0.530
49 C 0.298
50 C -1.371
51 N 0.488
52 C 0.227
53 C -0.589
54 C -0.933
55 C -0.645
56 C -0.773
57 C 0.382
58 I 0.204
59 C 0.743
60 O -0.937
61 H 0.534
62 H 0.185
63 H 0.222
64 H 0.353
65 H 0.446
66 H 0.317
67 H 0.324
68 H 1.295
69 H 0.477
70 H 0.423
71 H 0.407
72 H 0.408
73 N -0.244
74 C -0.513
75 C -1.034
76 N -0.090
77 H 0.365
78 H 0.360
79 H 0.355
80 H 0.358
81 H 0.324
82 H 0.546
83 H 0.430
84 H -0.180
85 H 0.204

=====

# 4
Density functional theory data (wB97M-V/def2-TZVPD) for a molecular structure, C11H23N2O4P2Re at a distorted geometry.

```
! wB97M-V def2-TZVPD RIJCOSX def2/J DEFGRID3
* xyz 3 4
Re 0.0474 0.6664 0.2305
P -2.2013 0.3964 -0.4270
C -2.0640 0.7945 -2.1584
C -0.8654 1.3322 -2.7144
N 0.3021 1.2340 -2.0065
C 1.5320 1.5332 -2.4276
C 1.6874 2.2244 -3.6493
C 0.5436 2.4645 -4.3655
C -0.6774 1.9693 -3.9928
C 2.6999 1.1474 -1.5380
P 2.1984 -0.1917 -0.2688
H -1.5602 2.0823 -4.6556
H 2.6526 2.5748 -4.0258
H 0.6255 2.9888 -5.3158
H 3.5313 0.7588 -2.1161
H 3.1003 1.9333 -0.9423
H -2.0523 -1.2539 -3.4852
H -2.9389 0.7588 -2.8369
H -1.0347 -2.8591 -2.5245
O -1.7857 -2.1550 -3.7394
H -2.3002 -2.3876 -4.5000
H -0.2064 -1.1231 0.3514
O -0.6544 -3.0526 -1.6490
H 0.2006 -3.4153 -1.8628
C 2.5210 -1.6854 -1.2970
H 3.5617 -1.7323 -1.7251
H 2.4285 -2.5848 -0.6401
H 1.7997 -1.7315 -2.1463
C 3.4814 -0.3122 1.0230
H 3.3454 -1.3030 1.5139
H 4.5194 -0.2861 0.6097
H 3.3263 0.5384 1.7187
C -3.1580 1.7144 0.4221
H -4.1457 1.7289 -0.0725
H -3.2833 1.4339 1.4751
H -2.5707 2.6648 0.3193
C -3.2045 -1.0861 -0.3256
H -3.3987 -1.3192 0.7424
H -4.1716 -0.9099 -0.8512
H -2.6533 -1.9497 -0.7700
O 0.5178 1.1592 3.1028
N 0.2269 0.7643 2.0243
O 0.2152 2.4777 0.3666
*
```

Properties
relative energy (zero: lowest compared OMol25 entry of this formula, charge and spin) = 29.0 kcal per mole
Kohn-Sham gap (alpha / beta) = 5.912 / 4.457 eV
DFT total energy = -43623.481 eV

Computed natural (NBO) charges, given in elementary charges:
1 Re 0.650
2 P 1.147
3 C -0.499
4 C 0.134
5 N -0.517
6 C 0.281
7 C -0.152
8 C -0.129
9 C -0.110
10 C -0.695
11 P 1.092
12 H 0.271
13 H 0.284
14 H 0.285
15 H 0.296
16 H 0.290
17 H 0.473
18 H 0.290
19 H 0.504
20 O -0.947
21 H 0.522
22 H 0.099
23 O -0.833
24 H 0.482
25 C -0.937
26 H 0.307
27 H 0.284
28 H 0.265
29 C -0.944
30 H 0.296
31 H 0.314
32 H 0.271
33 C -0.905
34 H 0.299
35 H 0.289
36 H 0.280
37 C -0.969
38 H 0.299
39 H 0.300
40 H 0.302
41 O 0.003
42 N 0.315
43 O -0.286

=====

What is the formula in the third record?
C34H39CaIN8O2